[1]
Density functional theory data (ωB97M-V with the def2-TZVPD basis set) for a molecular structure, C21H18BrCrN11O8.

Cartesian coordinates (Å):
1 H -0.8461 6.0808 0.0771
2 C -1.1540 2.6909 0.1184
3 H 0.8804 -3.5591 -3.5959
4 C -3.2069 3.8123 0.8848
5 N -1.5893 -2.0890 0.8765
6 O 1.3960 0.2366 -2.3077
7 C -1.3649 -2.3197 2.1749
8 H -1.7409 -3.5690 3.8805
9 C -0.2909 -2.1947 -2.7182
10 C 0.6900 0.4380 2.8133
11 O 0.7186 -3.6730 0.1376
12 C 3.8681 -1.4872 -0.8445
13 H 3.2166 -2.3537 -0.8600
14 O -0.4489 1.6389 -0.1624
15 H 0.1440 -2.4118 -4.6981
16 C -1.2809 5.1007 0.2157
17 N -3.3386 6.2482 1.0029
18 H -0.5513 0.5038 -2.1484
19 C 5.5287 0.7339 -0.7706
20 H 0.4387 4.0087 -0.4511
21 O 1.3531 -4.0880 -1.8773
22 N 0.2556 -2.7861 -3.7730
23 N -0.1969 -2.4868 -1.4410
24 O -2.6723 0.2598 0.5347
25 N -1.3016 -0.1793 -1.9754
26 O -2.7679 7.2985 0.8013
27 C -3.0153 -3.9650 0.9215
28 C 1.8423 -0.0944 -1.2164
29 H -1.1123 -0.7679 -3.9007
30 C 6.0633 -0.5399 -0.6486
31 H -4.2085 1.4178 1.0542
32 C -2.4257 -2.9040 0.2475
33 N -2.7723 -4.2152 2.2021
34 Cr -0.7521 -0.2397 0.1132
35 N 0.0901 -1.3624 3.9655
36 N -0.1600 -0.2292 2.0574
37 C -3.1586 1.3915 0.7437
38 H -3.6968 -4.6292 0.4053
39 O 1.1422 -0.4502 -0.1802
40 C -2.4916 2.6295 0.5969
41 H 7.1311 -0.6594 -0.5221
42 H 1.4089 -0.0006 4.7459
43 C -0.5736 3.9666 -0.0729
44 H -2.6104 -2.7218 -0.8012
45 C -0.4868 -1.3275 2.7967
46 C 5.2338 -1.6518 -0.6820
47 C 4.1627 0.8831 -0.9449
48 N 0.8268 -0.2278 3.9550
49 H 5.6480 -2.6458 -0.5788
50 H 1.1992 1.3527 2.5547
51 H -4.2257 3.7735 1.2474
52 N -1.1601 -1.1622 -2.9734
53 O -4.4667 6.1291 1.4333
54 C -1.9466 -3.3893 2.8326
55 H 6.1646 1.6073 -0.7311
56 C 3.3204 -0.2167 -0.9919
57 Br 3.4572 2.6416 -1.0644
58 H -2.2167 0.2415 -2.0973
59 C -2.5975 5.0116 0.6996
60 N 0.6484 -3.4992 -1.0603

Cartesian forces (eV/Å) of the 6 atoms listed first:
-0.001 0.001 0.000
0.132 -0.088 -0.035
0.003 0.000 -0.029
0.020 -0.093 -0.006
-0.080 -0.058 0.335
-0.302 0.073 0.063

For the HOMO-LUMO gap (alpha / beta), the calculation gives 7.58 / 7.29 eV. The HOMO energy (alpha / beta) comes out at -0.414 / -0.414 hartree. The energy above the lowest of the compared OMol25 structures with the same formula, charge and spin comes out at 35.0 kJ/mol. The strongest force on any atom is 1.0 eV Å⁻¹. As for the charge: +1. As for the LUMO energy (alpha / beta): -3.7 / -4.0 eV. Its multiplicity is 4.

***

[2]
Density functional theory data (ωB97M-V with the def2-TZVPD basis set) for 2 unconnected molecules or ions with the total composition C2H6N2O in a non-equilibrium geometry.

Cartesian coordinates (Å):
1 N -0.1320 2.3844 1.1745
2 H -0.2752 -2.6148 -1.2113
3 O 0.7374 3.1371 1.1443
4 C 0.2066 -2.1948 -0.3657
5 C 0.4426 -0.8446 -0.2955
6 H -1.1704 -0.3999 -1.5096
7 H -0.4380 0.9966 -0.5770
8 N -0.4410 0.0646 -0.9057
9 H 1.1784 -0.3494 0.3158
10 H -0.8629 2.7276 2.0215
11 H 0.7544 -2.9067 0.2087

Cartesian forces (eV/Å) of the 6 atoms listed first:
-3.801 -0.966 1.911
-1.140 -0.146 -0.439
2.801 2.044 -0.347
1.682 1.928 0.149
-2.477 -0.960 -0.322
1.093 1.530 1.261

For the HOMO-LUMO gap, the calculation gives 7.30 eV. The HOMO energy comes out at -0.283 hartree. The energy above the lowest of the compared OMol25 structures with the same formula, charge and spin comes out at 481.1 kJ/mol. The strongest force on any atom is 4.4 eV Å⁻¹. As for the LUMO energy: -0.4 eV. Its SMILES is C=CN.N=O.

***

[3]
Density functional theory data (ωB97M-V with the def2-TZVPD basis set) for C2H2F2S in the gas phase in a non-equilibrium geometry.

Cartesian coordinates (Å):
1 S -0.7608 -0.0315 1.4533
2 H 0.9343 1.3730 0.3464
3 F -0.7281 -1.2708 -0.9254
4 F -0.6888 1.3541 -0.9353
5 C 0.0799 0.8003 0.0468
6 H 1.0169 -1.4769 0.0215
7 C 0.1467 -0.7482 -0.0073

Cartesian forces (eV/Å) of the 6 atoms listed first:
1.019 -0.199 -1.219
0.260 0.362 -0.260
0.277 0.201 0.040
0.507 -0.053 0.629
-0.641 -2.454 0.080
-0.852 1.533 0.530

For the HOMO-LUMO gap, the calculation gives 10.71 eV. The HOMO energy comes out at -0.366 hartree. The energy above the lowest of the compared OMol25 structures with the same formula, charge and spin comes out at 58.0 kJ/mol. The strongest force on any atom is 2.5 eV Å⁻¹. As for the LUMO energy: 0.7 eV. Its SMILES is F[C@@H]1S[C@@H]1F.

***

[4]
Density functional theory data (ωB97M-V with the def2-TZVPD basis set) for a molecular structure, C49H40IrN3O4P2S3 in a non-equilibrium geometry.

Cartesian coordinates (Å):
1 H 3.8013 1.7549 -6.1793
2 H -2.4168 2.7270 -4.7751
3 C 0.7039 5.0107 0.9020
4 C -0.6637 -6.3053 1.6270
5 C -5.1246 -2.0092 -2.0406
6 C 0.4936 -0.1522 -0.8725
7 C -1.9982 1.6357 -2.9765
8 C 0.6005 5.4931 3.2465
9 C -1.0931 3.8094 -3.4792
10 C 2.0513 -0.2653 -3.3911
11 H -2.0280 -1.1129 3.1881
12 H -2.6203 0.8004 -3.2643
13 H 3.8018 1.8167 3.4209
14 P 1.4285 -1.1868 -1.9268
15 H -6.0252 -2.5476 -2.3105
16 H -1.0022 4.6573 -4.1488
17 C 5.0396 2.9182 4.7677
18 C -2.4399 -4.3004 0.8343
19 Ir 1.3411 -0.3803 0.9508
20 P -1.2607 0.1158 -0.6072
21 C 4.0203 2.7854 3.8459
22 H 0.1945 4.6457 -1.9774
23 C 1.5979 1.0050 -3.7187
24 N 0.2284 0.6213 4.0978
25 C 3.2949 1.1776 -5.4146
26 H 0.2368 -2.5036 3.5229
27 H -1.9662 -2.5716 4.1990
28 C -0.2872 -4.8358 -2.4326
29 C -2.7694 -1.6116 -2.3218
30 O -1.3643 -1.8105 0.2736
31 C -1.8846 2.7285 -3.8302
32 H 4.5859 -0.5284 -5.6265
33 C 0.5953 -2.6120 -2.7046
34 H -3.8930 -3.0057 -3.4917
35 N -2.4730 -7.9197 1.4821
36 C -0.5846 -2.6349 0.8388
37 C -5.1543 -1.0544 -1.0344
38 C 2.0815 2.5586 1.7375
39 C 3.7424 -0.1005 -5.0980
40 O 0.6063 -2.3439 1.1746
41 H -1.8415 -1.8251 -2.8330
42 C -0.4224 3.8000 -2.2614
43 C -0.2202 -5.0135 1.5033
44 C -0.8468 6.6610 1.7195
45 C -0.2871 5.9461 0.6679
46 C 3.1238 -0.8189 -4.0901
47 H -3.9317 -5.8419 0.7813
48 C 3.5778 5.1423 4.0117
49 C -1.3241 1.6104 -1.7566
50 H -1.2186 -5.6867 -4.1675
51 C 1.9557 1.4645 1.1731
52 C -0.7210 -4.8192 -3.7514
53 H -1.8266 -0.9633 4.9475
54 C -2.7863 -0.6911 -1.2806
55 O -1.6555 -8.8304 1.8212
56 H 5.6108 2.0414 5.0492
57 H 0.9050 5.2808 4.2636
58 S 3.0358 -1.7828 -0.9229
59 H -0.0082 2.6905 -0.4633
60 H 4.8335 6.2413 5.3461
61 C 5.3383 4.1563 5.3274
62 C -1.0896 -3.9839 1.0885
63 C -0.4057 6.4141 3.0128
64 H 1.8572 2.7127 -4.9839
65 C 4.6004 5.2652 4.9349
66 H -4.0088 0.3441 0.1323
67 S 2.3101 -0.8683 3.3371
68 H 6.1405 4.2538 6.0490
69 C -1.5717 -1.5663 4.0730
70 C -3.9922 -0.3935 -0.6602
71 C 2.2088 3.7525 2.4412
72 H -0.4741 -5.6946 -1.7995
73 H 3.0428 6.0262 3.6911
74 H -0.7514 0.8030 3.9250
75 H -3.1075 -3.5036 0.5300
76 H -0.8484 -3.6846 -5.5707
77 C 0.1280 -2.5819 -4.0163
78 C 3.2466 3.8933 3.4491
79 C -0.5382 2.7142 -1.4098
80 H 3.4783 -1.8033 -3.8109
81 H -0.6295 6.1305 -0.3435
82 C 1.1894 4.7751 2.1944
83 O -3.6958 -8.1729 1.2554
84 H -1.6309 7.3845 1.5339
85 H 0.8155 -4.7613 1.7000
86 C 2.2165 1.7211 -4.7362
87 H 0.8209 1.3747 3.7707
88 H 1.1181 4.4392 0.0801
89 C -2.9002 -5.5838 0.9703
90 H -0.0031 -7.1071 1.9214
91 C -0.5097 -3.6967 -4.5413
92 C 0.3912 -3.7431 -1.9195
93 H -6.0862 -0.8322 -0.5277
94 C 0.6729 -0.6030 3.7461
95 H 0.7695 1.4351 -3.1694
96 H 0.7777 -3.7588 -0.9087
97 S -1.5517 0.9765 1.1625
98 C -2.0175 -6.6206 1.3587
99 C -3.9298 -2.2704 -2.6964
100 H 0.2646 -1.6912 -4.6176
101 N -0.1262 -1.6581 3.9370
102 H -0.8678 6.9332 3.8448

Cartesian forces (eV/Å) of the 6 atoms listed first:
-0.030 -0.020 -0.037
0.008 0.012 0.000
0.123 -0.029 0.007
0.000 -0.205 0.044
-0.030 0.035 -0.005
-0.401 -1.374 0.913

For the HOMO-LUMO gap (alpha / beta), the calculation gives 4.67 / 6.41 eV. The HOMO energy (alpha / beta) comes out at -0.026 / -0.116 hartree. The energy above the lowest of the compared OMol25 structures with the same formula, charge and spin comes out at 50.6 kJ/mol. The strongest force on any atom is 1.7 eV Å⁻¹. As for the charge: -2. As for the LUMO energy (alpha / beta): 4.0 / 3.3 eV. Its multiplicity is 5.

***

For reference, calculated total energy by record: -153295.809 -7194.801 -18375.188 -118044.117 eV.